(1)
Below is the molecule C5H7NO, with properties calculated with ωB97M-V/def2-TZVPD.

Atoms and positions in Å:
C: -1.6666 0.3443 0.2646
C: -0.5340 -0.6739 0.1485
C: 0.7443 0.0104 -0.2944
C: 2.4910 -0.2516 0.9311
O: 1.9326 -0.7866 -0.1569
C: 0.7210 0.5271 -1.6649
N: 0.6560 0.9921 -2.7188
H: -1.4278 1.1192 1.0036
H: -2.5915 -0.1452 0.5782
H: -1.8528 0.8385 -0.6956
H: -0.3423 -1.1546 1.1167
H: -0.7821 -1.4624 -0.5691
H: 0.9607 0.9036 0.3257
H: 1.6917 -0.2609 1.7312

Energy   -324.544559 hartree
E_HOMO   -0.3354 hartree
Relative energy (zero: lowest compared OMol25 entry of this formula, charge and spin)   112.89 kcal/mol
LUMO energy   -0.434 eV
Gap between HOMO and LUMO   8.694 eV

***

(2)
Below is a cluster of 2 separate species, C5H8O2 in total, with properties calculated with ωB97M-V/def2-TZVPD.

Atoms and positions in Å:
O: 2.1173 0.3644 0.0168
C: 1.3444 -0.7530 -0.3623
C: 0.1965 -0.9115 0.6063
C: -1.0022 1.5888 -0.0645
C: -1.8971 1.0240 -0.8726
C: -0.8551 -1.9300 0.3376
O: 0.0256 -2.3433 1.1661
H: 2.8506 0.4297 -0.6040
H: 1.9151 -1.6906 -0.3046
H: 0.9417 -0.6697 -1.3886
H: 0.1218 -0.3196 1.5009
H: -1.2685 1.9855 0.9124
H: 0.0408 1.7375 -0.3351
H: -1.6445 0.6334 -1.8555
H: -2.9427 0.9113 -0.6019

Energy   -345.614622 hartree
E_HOMO   -0.3385 hartree
Relative energy (zero: lowest compared OMol25 entry of this formula, charge and spin)   119.44 kcal/mol
LUMO energy   0.689 eV
Gap between HOMO and LUMO   9.899 eV

***

(3)
Below is a structure of composition C40H69N2O12PS, with properties calculated with ωB97M-V/def2-TZVPD.

Atoms and positions in Å:
C: -1.4448 -1.2997 1.7519
C: -1.1572 -0.2773 1.1773
C: -0.6961 0.5945 0.0573
C: 0.7665 0.9699 -0.0100
C: 1.1656 1.7331 -1.0801
P: 2.9356 2.1715 -1.2424
O: 3.3042 3.5215 -0.7373
C: 0.2228 2.1639 -2.0838
N: 0.4747 2.8892 -3.1739
S: -0.9290 3.0561 -3.9775
N: -1.9371 2.2568 -2.9788
C: -1.1924 1.7863 -1.9748
C: -1.6491 0.9815 -0.8601
C: -3.1201 0.5887 -0.7581
C: -4.0859 1.8275 -0.7101
O: -3.4174 3.0281 -0.2843
H: -1.7061 -2.2494 2.2335
H: 1.4476 0.6266 0.7763
H: 3.2620 2.0309 -2.6188
H: 3.6485 1.1353 -0.5655
H: -3.3142 -0.0417 0.1253
H: -3.3460 0.0238 -1.6837
H: -4.9004 1.6568 0.0157
H: -4.5012 2.0149 -1.7145
H: -3.1481 3.4868 -1.0892
C: 4.1724 3.2011 -5.7927
C: 5.1780 2.4553 -4.9531
O: 4.8770 1.4416 -4.3621
C: 6.5723 3.0233 -4.8787
H: 3.2154 2.6824 -5.7552
H: 4.0392 4.2119 -5.4033
H: 4.5101 3.2417 -6.8297
H: 6.5430 4.0263 -4.4500
H: 7.0149 3.0562 -5.8757
H: 7.1873 2.3882 -4.2429
C: -4.9116 -3.8618 1.1105
C: -4.0864 -4.2845 2.2974
O: -3.1989 -3.5810 2.7292
C: -4.4079 -5.6158 2.9255
H: -4.5710 -2.8877 0.7622
H: -4.7961 -4.5839 0.3007
H: -5.9622 -3.7857 1.3962
H: -4.2705 -6.4145 2.1950
H: -5.4363 -5.6162 3.2903
H: -3.7377 -5.7900 3.7661
C: -0.6808 3.4670 2.3518
C: -0.2693 2.9263 3.6880
O: -0.1599 1.7308 3.8567
C: 0.0001 3.9165 4.7908
H: -0.8407 2.6387 1.6668
H: -1.6065 4.0380 2.4411
H: 0.1118 4.1038 1.9519
H: -0.9016 4.4969 4.9960
H: 0.8151 4.5824 4.5018
H: 0.2890 3.3847 5.6951
C: 2.4476 0.8167 5.3701
C: 2.9144 1.7191 6.4852
O: 2.2330 2.6352 6.8883
C: 4.2712 1.4336 7.0822
H: 1.4565 1.1285 5.0273
H: 3.1427 0.8777 4.5297
H: 2.3853 -0.2121 5.7311
H: 5.0417 1.5206 6.3142
H: 4.2849 0.4308 7.5125
H: 4.4788 2.1562 7.8704
C: 1.4049 -3.2595 -0.7012
C: 0.4182 -2.7848 -1.7348
O: -0.7678 -2.7174 -1.5004
C: 0.9717 -2.3921 -3.0839
H: 0.8740 -3.5066 0.2172
H: 1.9198 -4.1492 -1.0578
H: 2.1285 -2.4713 -0.4868
H: 1.4689 -3.2466 -3.5460
H: 1.6771 -1.5661 -2.9714
H: 0.1548 -2.0703 -3.7292
C: -3.4602 -1.3246 7.1858
C: -4.4487 -0.8639 6.1428
O: -5.6331 -0.7936 6.3852
C: -3.8977 -0.4968 4.7898
H: -3.9906 -1.5557 8.1086
H: -2.9468 -2.2237 6.8405
H: -2.7345 -0.5343 7.3859
H: -3.4022 -1.3585 4.3380
H: -3.1911 0.3296 4.8882
H: -4.7136 -0.1839 4.1395
C: 4.1600 -5.9654 2.0921
C: 4.5624 -5.4880 0.7187
O: 3.8557 -4.7373 0.0812
C: 5.8762 -5.9807 0.1736
H: 3.1959 -5.5330 2.3570
H: 4.0704 -7.0529 2.0968
H: 4.9011 -5.6490 2.8280
H: 5.8619 -7.0698 0.0939
H: 6.6908 -5.6627 0.8250
H: 6.0371 -5.5589 -0.8159
C: -3.9402 0.6323 -7.3839
C: -4.2074 -0.2317 -6.1748
O: -5.1471 -0.9923 -6.1410
C: -3.2532 -0.1039 -5.0143
H: -4.7001 0.4400 -8.1398
H: -3.9813 1.6869 -7.1047
H: -2.9604 0.3951 -7.8023
H: -3.2653 0.9171 -4.6330
H: -2.2434 -0.3738 -5.3306
H: -3.5625 -0.7787 -4.2170
C: 7.2229 -1.8218 -1.9169
C: 7.6413 -2.3652 -0.5740
O: 7.7654 -3.5548 -0.3856
C: 7.8983 -1.3646 0.5253
H: 7.0723 -2.6484 -2.6095
H: 6.2866 -1.2695 -1.8208
H: 8.0018 -1.1685 -2.3137
H: 6.9913 -0.7925 0.7279
H: 8.7066 -0.6915 0.2348
H: 8.1902 -1.8920 1.4323
C: -8.3057 4.1052 -3.6330
C: -7.1044 4.0720 -2.7214
O: -6.6066 3.0261 -2.3723
C: -6.5485 5.3970 -2.2618
H: -8.5971 3.0862 -3.8829
H: -9.1410 4.5964 -3.1310
H: -8.0598 4.6362 -4.5542
H: -7.3068 5.9447 -1.6999
H: -6.2256 5.9847 -3.1232
H: -5.6901 5.2227 -1.6139

Energy   -3317.386700 hartree
E_HOMO   -0.3165 hartree
LUMO energy   -0.927 eV
Gap between HOMO and LUMO   7.684 eV

***

(4)
Below is the molecule C4H5NS, with properties calculated with ωB97M-V/def2-TZVPD.

Atoms and positions in Å:
C: 0.7871 -1.9277 -1.0760
C: 0.3527 0.1151 0.0970
C: -0.0086 -1.1741 -0.1596
C: -0.4358 0.8971 1.0004
N: 1.5502 -2.2777 -1.8730
S: -0.9902 2.2902 -0.0915
H: 1.1389 0.5845 -0.4524
H: -0.4951 -1.8158 0.5390
H: -0.0515 1.3022 1.8941
H: -1.3041 0.2965 1.2611
H: -0.5436 1.7097 -1.1390

Energy   -608.296051 hartree
E_HOMO   -0.3576 hartree
Relative energy (zero: lowest compared OMol25 entry of this formula, charge and spin)   34.27 kcal/mol
SMILES string   N#C/C=C/CS
LUMO energy   -0.064 eV
Gap between HOMO and LUMO   9.665 eV

***

(5)
Below is a structure of composition C13H3Cl6O4Pt, with properties calculated with ωB97M-V/def2-TZVPD.

Atoms and positions in Å:
Pt: -0.0191 -0.0434 -0.0147
Cl: -0.3852 -6.4549 -3.4687
C: -0.5941 -5.0067 -2.5368
C: -1.7736 -4.8371 -1.8267
C: -1.9143 -3.6598 -1.0843
Cl: -3.3653 -3.4103 -0.1875
C: -0.9360 -2.6608 -1.0254
O: -1.1675 -1.5976 -0.3007
C: 0.2843 -2.8729 -1.7810
C: 1.3142 -1.9396 -1.7863
O: 1.3891 -0.7915 -1.1727
C: 0.4134 -4.0742 -2.5310
H: -2.5583 -5.5743 -1.8375
H: 2.1987 -2.1710 -2.3781
H: 1.3171 -4.2394 -3.0951
Cl: -1.8847 5.1471 3.9076
C: -1.0178 4.0989 2.8604
C: 0.2509 4.4707 2.4116
Cl: 0.9301 5.9675 2.9094
C: 0.9642 3.6356 1.5654
Cl: 2.5272 4.0802 1.0048
C: 0.4266 2.4099 1.1481
O: 1.0480 1.5910 0.3591
C: -0.8786 2.0239 1.6078
O: -1.3402 0.8871 1.2016
C: -1.5763 2.8915 2.4643
Cl: -3.1386 2.4254 3.0122

Charge   -1
Energy   -3678.689428 hartree
E_HOMO (alpha / beta)   -0.1031 / -0.1779 hartree
Expectation value of S²   2.047
2S+1   3
LUMO energy (alpha / beta)   2.313 / 0.115 eV
Gap between HOMO and LUMO (alpha / beta)   5.118 / 4.956 eV